# 1
The following is a quantum chemistry calculation of a 4-piece molecular cluster, CH12N2O3 overall at a distorted geometry, from OMol25.

Output
**Structure (SMILES)**: NCN.O.O.O
**Frontier orbital gap**: 0.32672 Ha
**Relative energy (zero: lowest compared OMol25 entry of this formula, charge and spin)**: 65.9 kJ/mol
**HOMO**: -8.32 eV
**Max |F|**: 1.66 eV Å⁻¹
**E**: -380.50540 Ha

Structure (ORCA input):
```
! RIJCOSX wB97M-V def2-TZVPD def2/J DEFGRID3
* xyz 0 1
N -0.42678 -0.73809 1.79175
C -1.48244 -1.13497 0.91688
N -1.56289 -0.40882 -0.37607
H 0.48242 -0.94420 1.40787
H -0.50646 0.20385 2.16154
H -1.29318 -2.17515 0.66790
H -2.48603 -0.99719 1.31058
H -2.10414 0.43340 -0.22657
H -0.66845 -0.20666 -0.79096
O 0.11622 -0.23183 -2.90105
H -0.82718 -0.35691 -3.09581
H 0.41775 -1.15214 -2.83668
O 1.96469 -0.32057 -0.02191
H 2.76540 0.05641 0.35659
H 1.91279 0.01788 -0.92447
O 1.43127 2.35346 0.94308
H 0.47795 2.42710 1.01784
H 1.78906 3.17442 0.59949
*
```

***

# 2
The following is a quantum chemistry calculation of C9H37MgN2O13 as an isolated structure at a distorted geometry, from OMol25.

Output
**Frontier orbital gap**: 0.21599 Ha
**Relative energy (zero: lowest compared OMol25 entry of this formula, charge and spin)**: 164.6 kJ/mol
**HOMO**: -10.42 eV
**Max |F|**: 2.75 eV Å⁻¹
**E**: -1652.52965 Ha

Structure (ORCA input):
```
! RIJCOSX wB97M-V def2-TZVPD def2/J DEFGRID3
* xyz 1 1
Mg 1.37448 3.24783 -1.34057
N -1.30786 1.44754 -1.79416
O -2.43870 1.54174 -1.29891
O -1.18557 0.90507 -2.88815
O -0.33495 2.04123 -1.28731
C -1.06885 -3.99266 1.63423
C -0.08533 -3.14915 2.47218
C 1.18712 -4.15571 2.79342
C 2.48762 -3.37724 3.03357
C 2.79950 -2.40532 1.98124
C 1.66989 -1.36664 1.75400
N 0.40582 -2.10229 1.59929
O -0.63764 -1.18095 1.19379
C 1.56982 -0.26747 2.84696
C 2.03926 -0.62283 0.51108
C -0.66427 -2.53649 3.71216
H -1.26468 -4.95319 2.11084
H -0.73498 -4.30794 0.64569
H -2.05004 -3.54199 1.48508
H 1.02436 -4.84719 3.62014
H 1.25125 -4.75946 1.88816
H 3.38739 -3.98579 3.12411
H 2.50823 -2.90149 4.01405
H 2.92406 -2.81022 0.97693
H 3.69471 -1.88772 2.32593
H 1.34987 -0.79810 3.77333
H 2.50794 0.23832 3.07547
H 0.82878 0.50024 2.62430
H 2.18386 -1.24726 -0.37055
H 1.22576 0.00967 0.15575
H 2.93714 -0.03153 0.69069
H -0.08855 -2.93816 4.54601
H -1.67386 -2.89320 3.91602
H -0.50343 -1.46432 3.82477
H -0.70689 -1.36490 0.25413
O 0.14478 4.69191 -0.98554
H -0.76828 4.96999 -1.05792
H 0.57260 5.39700 -0.49969
O -0.95440 -1.80870 -2.24817
H -0.04187 -1.98105 -2.48015
H -1.14406 -0.95529 -2.63800
O -1.02823 2.04420 -5.60774
H -0.93760 1.54371 -4.79685
H -1.93233 2.35832 -5.59610
O 1.84347 2.70236 0.55858
H 2.70452 2.61756 0.96800
H 1.22719 2.68920 1.29089
O 1.20306 3.59618 -3.30873
H 0.96989 4.38737 -3.79440
H 1.80594 3.12866 -3.88684
O 2.52745 1.73368 -1.73395
H 2.82356 1.52685 -2.62039
H 2.60669 0.90827 -1.25576
O -3.77334 3.59445 -4.14083
H -4.67210 3.67868 -4.45921
H -3.86677 3.33351 -3.22463
O -4.91876 0.45485 -2.78728
H -4.94099 -0.44355 -2.45770
H -4.04788 0.77518 -2.55235
O -3.63752 2.92846 0.80908
H -3.34206 2.41503 0.05720
H -3.03421 3.67074 0.84479
*
```

***

# 3
The following is a quantum chemistry calculation of a 18-piece molecular cluster, C20H76O28 overall at a distorted geometry, from OMol25.

Output
**Frontier orbital gap**: 0.34033 Ha
**Relative energy (zero: lowest compared OMol25 entry of this formula, charge and spin)**: 109.0 kJ/mol
**HOMO**: -9.52 eV
**Max |F|**: 4.75 eV Å⁻¹
**E**: -2913.99285 Ha

Structure (ORCA input):
```
! RIJCOSX wB97M-V def2-TZVPD def2/J DEFGRID3
* xyz 0 1
O -0.74916 2.86390 -2.26452
H -1.15516 3.72190 -2.45852
H -0.86616 2.24590 -3.03152
O -2.37216 -1.93510 1.49148
H -2.72316 -1.52410 0.71648
H -2.25216 -2.79810 1.20148
O 4.50784 -0.68910 -1.51652
H 4.17284 0.09790 -1.19652
H 4.09784 -1.34010 -0.97352
O -4.65716 -0.09610 1.93348
H -4.80216 0.07990 1.00848
H -4.02416 -0.79710 1.90748
O 2.18384 1.19890 2.59448
H 1.52984 0.50590 2.70648
H 2.23284 1.76990 3.37948
O -3.85216 -0.80210 -0.57052
H -3.44416 -0.11610 -1.10052
H -4.39316 -1.32410 -1.10052
O -0.61716 -0.40210 3.11648
H -1.10716 -1.16010 2.87548
H -0.13116 -0.71510 3.90348
O -2.96816 1.16490 -2.08552
H -3.77216 1.61990 -2.11552
H -2.22516 1.73790 -1.80652
C 2.85284 2.49890 -0.66152
C 2.83684 3.83790 0.07748
O 2.81984 4.93090 -0.83352
O 3.16684 1.33690 0.15448
H 3.77384 2.50090 -1.33752
H 2.00584 2.29690 -1.30252
H 3.78084 4.02790 0.66748
H 2.29584 3.91390 0.91848
H 3.10384 5.66090 -0.31352
H 2.83084 1.46790 1.06448
C 3.65784 -3.99810 -1.23252
C 4.47484 -3.77610 -2.54252
O 3.78284 -2.71410 -3.31252
O 3.93784 -5.27310 -0.55852
H 2.63884 -3.88510 -1.40052
H 3.90384 -3.29510 -0.38752
H 4.37784 -4.68510 -3.09452
H 5.58284 -3.69510 -2.43252
H 3.72584 -1.91910 -2.70352
H 3.27684 -5.36810 0.14848
C -0.13116 0.19690 0.06148
C -0.02616 -1.26010 -0.32952
O 1.12184 -1.58610 -1.10852
O -1.43716 0.38890 0.61248
H -0.08816 0.87290 -0.77552
H 0.57584 0.51690 0.81648
H -0.92516 -1.54010 -0.78252
H 0.04884 -1.62410 0.72048
H 0.85584 -1.73710 -2.06252
H -1.43816 0.24290 1.57548
C 0.65684 0.98690 -4.99252
C 1.47584 0.74090 -3.72652
O 2.40684 -0.20110 -4.12352
O -0.68916 1.42690 -4.62852
H 0.56384 0.10490 -5.60552
H 1.03284 1.79490 -5.47952
H 0.82184 0.32490 -2.90252
H 1.96184 1.60690 -3.29652
H 3.21184 0.30890 -4.32252
H -0.95616 1.90590 -5.43452
C -3.29916 3.10290 0.55448
C -3.98716 4.19290 -0.33352
O -4.07116 3.74290 -1.66252
O -3.16216 3.63090 1.84348
H -2.27716 2.85090 0.11748
H -3.95316 2.13990 0.55448
H -3.47216 5.12990 -0.26852
H -4.99016 4.35790 -0.02052
H -4.92916 3.87190 -2.07052
H -2.46616 3.24490 2.39248
C -0.22216 -4.54610 0.93648
C -1.24516 -5.45310 1.54648
O -2.39616 -4.71210 1.74648
O 0.96484 -5.31110 0.70948
H -0.10516 -3.69510 1.64548
H -0.39116 -4.13710 0.00848
H -0.83716 -5.94310 2.40548
H -1.56316 -6.20410 0.84548
H -2.60916 -4.33910 0.88348
H 0.88684 -5.77510 -0.10752
C -0.26816 5.22090 2.21148
C -0.25416 4.75190 0.76548
O -0.09316 3.36090 0.68948
O -0.23816 6.61590 2.24948
H 0.69184 4.95190 2.68448
H -1.02616 4.71190 2.84648
H 0.55584 5.24790 0.14748
H -1.25116 5.01290 0.28448
H -0.03016 3.21090 -0.22952
H -0.95916 6.93990 1.66648
C 2.23184 -2.13910 2.31148
C 3.13584 -1.90110 3.48948
O 2.56984 -2.24710 4.66248
O 2.74184 -1.52810 1.15748
H 1.20184 -1.73910 2.44948
H 1.92484 -3.18910 2.16548
H 3.38784 -0.84710 3.45648
H 4.20684 -2.24010 3.43848
H 2.05384 -1.51610 4.93548
H 2.04484 -1.60110 0.52448
C -2.42516 1.24890 5.00448
C -3.37516 0.05990 5.10148
O -3.53216 -0.32010 6.44448
O -2.11016 1.86190 3.75648
H -1.52316 0.97290 5.53248
H -2.59716 2.03990 5.72148
H -3.11116 -0.74510 4.39748
H -4.27816 0.47090 4.78048
H -3.18316 0.37090 6.98448
H -1.40416 1.28390 3.46948
C -0.33916 -2.24610 -3.88052
C -0.68616 -2.56510 -5.38952
O -0.11916 -3.86310 -5.65952
O 1.05084 -2.45310 -3.81352
H -0.84816 -2.94410 -3.20052
H -0.73616 -1.21610 -3.58552
H -0.25816 -1.90310 -6.14852
H -1.74116 -2.40010 -5.58552
H 0.76384 -3.88510 -5.21652
H 1.46884 -1.63710 -4.09452
*
```

***

# 4
The following is a quantum chemistry calculation of the molecule C4H5BO2 at a distorted geometry, from OMol25.

Output
**Structure (SMILES)**: O=C1CC=CB1O
**Frontier orbital gap**: 0.32096 Ha
**Relative energy (zero: lowest compared OMol25 entry of this formula, charge and spin)**: 48.8 kJ/mol
**HOMO**: -9.42 eV
**Max |F|**: 6.29 eV Å⁻¹
**E**: -330.73437 Ha

Structure (ORCA input):
```
! RIJCOSX wB97M-V def2-TZVPD def2/J DEFGRID3
* xyz 0 1
O 1.62565 -1.76605 0.06930
C 0.75867 -0.90621 -0.00039
C 1.01904 0.41748 0.82638
C 0.04862 1.40322 0.22161
C -0.92744 0.85143 -0.50312
B -0.59636 -0.63112 -0.64678
O -1.50169 -1.71152 -1.20646
H 2.04954 0.90236 0.95595
H 0.66542 0.09148 1.81605
H -0.07868 2.51488 0.50086
H -1.87289 1.43746 -0.85558
H -1.18988 -2.60340 -1.17783
*
```

***

Summary of LUMO energy in eV
0.6 -4.5 -0.3 -0.7
(order as listed above)